1.
Below is a structure of composition C48H69BrF5N5O3PRbSSi3, with properties calculated with the ωB97M-V functional and the def2-TZVPD basis.

Geometry (Å):
Rb 1.31 -1.09 -0.40
C 0.21 -4.34 0.99
O -0.49 -3.15 1.26
Si -1.92 -3.12 2.17
C -1.68 -4.41 3.55
C -3.23 -3.97 1.09
C -2.28 -1.46 2.71
Si -3.89 -0.72 2.45
C -5.32 -1.50 3.43
C -4.51 -0.76 0.65
C -4.00 1.11 2.91
Si -1.09 -0.74 3.86
C 0.62 -1.56 3.75
C -1.59 -0.87 5.69
C -0.72 1.10 3.64
H 0.42 -4.91 1.90
H 1.16 -4.09 0.53
H -0.35 -4.99 0.30
H -1.49 -5.41 3.15
H -2.62 -4.45 4.12
H -0.88 -4.16 4.25
H -3.04 -5.04 1.06
H -3.22 -3.60 0.06
H -4.24 -3.82 1.49
H -5.43 -2.57 3.20
H -6.28 -1.01 3.23
H -5.12 -1.42 4.50
H -4.65 -1.78 0.29
H -3.79 -0.27 -0.01
H -5.47 -0.23 0.55
H -3.86 1.27 3.99
H -4.99 1.49 2.65
H -3.24 1.71 2.40
H 0.63 -2.57 4.18
H 1.36 -0.97 4.29
H 0.94 -1.67 2.71
H -1.72 -1.92 5.98
H -2.54 -0.36 5.87
H -0.83 -0.43 6.36
H -0.57 1.35 2.58
H 0.19 1.35 4.18
H -1.53 1.74 4.02
O 0.75 -0.36 -2.94
C 1.33 0.10 -3.96
C 0.98 -0.31 -5.29
C 1.54 0.25 -6.41
C 2.52 1.24 -6.31
C 2.94 1.62 -5.04
C 2.40 1.07 -3.88
C 2.96 1.43 -2.58
N 2.37 1.53 -1.40
C 3.36 1.86 -0.50
C 4.56 1.96 -1.13
N 4.30 1.69 -2.45
H 0.22 -1.09 -5.36
H 1.21 -0.08 -7.39
H 2.94 1.70 -7.19
H 3.70 2.39 -4.94
H 3.14 1.96 0.55
H 5.55 2.14 -0.76
H 4.97 1.53 -3.17
C -4.58 -2.68 -2.71
C -3.13 -3.07 -2.75
C -2.66 -4.13 -3.52
C -1.32 -4.48 -3.48
C -0.49 -3.73 -2.66
Br 1.36 -4.13 -2.59
N -0.90 -2.73 -1.93
C -2.19 -2.41 -1.97
H -5.10 -3.04 -3.59
H -4.69 -1.60 -2.65
H -5.06 -3.10 -1.83
H -3.35 -4.69 -4.15
H -0.92 -5.30 -4.07
H -2.49 -1.58 -1.34
C 3.79 2.09 6.24
C 2.76 1.60 5.22
P 3.30 1.35 3.46
C 3.84 3.07 3.03
C 2.65 3.97 2.71
C 4.96 0.56 3.71
C 5.54 0.06 2.40
H 3.33 2.22 7.22
H 4.23 3.04 5.95
H 4.61 1.37 6.35
H 1.92 2.30 5.18
H 2.33 0.65 5.54
H 4.49 2.99 2.16
H 4.45 3.51 3.83
H 2.97 4.97 2.39
H 2.00 4.10 3.58
H 2.03 3.55 1.92
H 4.80 -0.28 4.39
H 5.64 1.25 4.21
H 4.89 -0.69 1.94
H 6.52 -0.39 2.54
H 5.65 0.87 1.67
C -2.15 1.31 -5.61
C -1.42 2.00 -4.46
C -1.76 1.34 -3.13
N -1.17 2.05 -2.00
C -1.77 2.56 -0.93
S -0.96 3.16 0.39
N -3.19 2.56 -0.91
C -4.10 3.08 -1.79
O -5.29 2.86 -1.66
C -3.61 3.97 -2.88
C -2.56 4.87 -2.68
C -2.18 5.72 -3.72
C -2.82 5.66 -4.94
C -3.87 4.77 -5.14
C -4.28 3.94 -4.10
H -1.89 1.76 -6.57
H -3.24 1.39 -5.48
H -1.89 0.25 -5.65
H -1.68 3.06 -4.43
H -0.34 1.93 -4.63
H -1.35 0.33 -3.12
H -2.84 1.28 -2.99
H -0.15 1.99 -1.91
H -3.58 2.27 -0.02
H -2.05 4.91 -1.73
H -1.36 6.41 -3.56
H -2.51 6.30 -5.75
H -4.38 4.72 -6.09
H -5.10 3.25 -4.22
F 3.49 -4.15 2.42
C 4.33 -3.55 1.52
C 3.83 -2.76 0.52
C 4.78 -2.24 -0.31
F 4.41 -1.43 -1.36
C 6.15 -2.45 -0.19
F 7.06 -1.90 -1.03
C 6.59 -3.25 0.85
F 7.91 -3.48 1.01
C 5.67 -3.81 1.71
F 6.13 -4.60 2.72

electronic energy = -7075.64506 Eh
total charge = -2
LUMO = 0.1298 Eh

Here are the Mulliken charges for atoms 1 to 5, given in e: 0.264 -0.688 0.424 0.028 -1.362

2.
Below is a cluster of 5 separate species, C48H70BF5O14S4 in total at a distorted geometry, with properties calculated with the ωB97M-V functional and the def2-TZVPD basis.

Geometry (Å):
C -2.75 -2.42 -4.24
B -2.91 -3.33 -2.98
O -3.41 -4.60 -3.16
C -2.44 -2.83 -1.55
C -1.34 -1.97 -1.55
C -0.81 -1.52 -0.35
C -1.34 -1.93 0.88
C -2.44 -2.80 0.91
C -3.02 -3.27 2.22
C -3.00 -3.21 -0.31
O -4.13 -4.01 -0.31
C -5.28 -3.35 0.25
C -6.56 -3.42 -0.61
C -6.29 -3.72 -2.08
C -7.31 -2.08 -0.51
C -8.26 -1.91 0.67
C -9.16 -3.13 0.91
C -9.17 -0.70 0.37
C -0.67 -1.37 2.09
O -0.41 -2.01 3.08
C -0.27 0.05 1.94
C -0.42 0.93 3.00
C -0.09 2.27 2.83
C -0.27 3.16 4.03
C 1.02 3.24 4.81
O 2.10 3.17 4.29
C 0.39 2.72 1.59
C 0.71 4.19 1.39
C -0.38 4.95 0.60
C -1.27 5.90 1.44
C -2.75 5.67 1.32
F -3.41 6.66 1.99
F -3.15 5.75 0.03
C -3.30 4.36 1.90
F -2.70 3.29 1.40
F -3.15 4.35 3.22
F -4.61 4.26 1.63
C 0.58 1.82 0.52
C 1.10 2.25 -0.83
C -0.03 2.59 -1.82
O -1.29 2.16 -1.30
C 0.23 0.48 0.72
C 0.33 -0.57 -0.33
O 1.26 -0.68 -1.09
H -3.59 -2.48 -4.93
H -2.51 -1.39 -4.02
H -1.87 -2.82 -4.75
H -2.96 -5.20 -2.56
H -0.89 -1.64 -2.48
H -3.79 -2.59 2.58
H -3.51 -4.22 2.05
H -2.25 -3.43 2.96
H -5.50 -3.84 1.20
H -5.07 -2.31 0.49
H -7.17 -4.25 -0.23
H -5.69 -4.61 -2.19
H -7.25 -3.83 -2.58
H -5.81 -2.86 -2.54
H -6.59 -1.26 -0.48
H -7.88 -1.93 -1.43
H -7.74 -1.65 1.59
H -9.55 -3.49 -0.04
H -10.01 -2.83 1.52
H -8.63 -3.90 1.45
H -8.68 0.01 -0.31
H -10.07 -1.04 -0.15
H -9.50 -0.20 1.27
H -0.82 0.59 3.95
H -0.50 4.19 3.76
H -1.06 2.79 4.68
H 0.98 3.37 5.91
H 1.62 4.26 0.82
H 0.89 4.67 2.34
H 0.15 5.58 -0.12
H -0.98 4.27 0.01
H -1.08 6.92 1.12
H -0.97 5.85 2.48
H 1.68 3.15 -0.70
H 1.68 1.46 -1.30
H -0.08 3.66 -2.03
H 0.13 2.08 -2.77
H -1.94 2.17 -2.02
O 4.85 -1.58 -4.02
S 5.18 -0.66 -2.95
O 5.14 0.76 -3.16
C 4.24 -1.09 -1.50
C 5.11 -2.11 -0.77
C 6.54 -1.57 -0.84
C 6.79 -1.12 -2.29
H 3.27 -1.48 -1.80
H 4.11 -0.19 -0.91
H 4.78 -2.26 0.26
H 5.06 -3.08 -1.28
H 6.64 -0.72 -0.17
H 7.27 -2.32 -0.53
H 7.46 -0.26 -2.35
H 7.18 -1.93 -2.90
O 3.72 8.20 -0.06
S 3.64 7.31 1.07
O 2.36 6.88 1.58
C 4.66 5.87 0.74
C 6.03 6.26 1.27
C 5.78 6.96 2.62
C 4.64 7.97 2.40
H 4.64 5.65 -0.32
H 4.23 5.04 1.30
H 6.67 5.39 1.38
H 6.52 6.95 0.58
H 5.48 6.22 3.36
H 6.68 7.45 2.99
H 4.02 8.08 3.29
H 5.02 8.94 2.09
O 0.62 -4.42 -4.94
S 0.98 -3.05 -5.19
O 0.43 -1.98 -4.40
C 2.76 -2.92 -5.21
C 3.14 -3.19 -6.67
C 2.13 -2.41 -7.52
C 0.73 -2.70 -6.94
H 3.19 -3.63 -4.51
H 3.02 -1.90 -4.92
H 4.16 -2.87 -6.87
H 3.07 -4.26 -6.88
H 2.34 -1.34 -7.45
H 2.18 -2.70 -8.57
H 0.06 -1.85 -7.04
H 0.28 -3.58 -7.39
O 5.63 -2.70 4.67
S 4.61 -3.15 3.76
O 4.85 -3.19 2.33
C 4.01 -4.75 4.30
C 2.87 -4.41 5.26
C 2.08 -3.28 4.59
C 3.09 -2.24 4.09
H 4.82 -5.30 4.77
H 3.65 -5.28 3.42
H 2.24 -5.28 5.46
H 3.27 -4.07 6.21
H 1.51 -3.68 3.74
H 1.36 -2.82 5.27
H 2.77 -1.76 3.17
H 3.32 -1.50 4.85

electronic energy = -5041.36456 Eh
SMILES = CB(O)c1cc2c(c(C)c1OC[C@H](C)CC(C)C)C(=O)c1cc(CC=O)c(CCCC(F)(F)C(F)(F)F)c(CCO)c1C2=O.O=S1(=O)CCCC1.O=S1(=O)CCCC1.O=S1(=O)CCCC1.O=S1(=O)CCCC1
LUMO = -0.0143 Eh

Here are the Mulliken charges for atoms 1 to 5, given in e: -0.874 0.778 -0.664 -0.310 -0.790

> Which value of electronic energy does entry 1 give?

-7075.64506 Eh